# 1
Computed, not measured: a molecular structure, C45H51BMnN12S3, with ωB97M-V with the def2-TZVPD basis set.

```
113
Properties=species:S:1:pos:R:3
Mn -0.226 2.131 1.437
C 4.441 1.114 2.732
C 3.459 0.110 2.222
C 3.550 -1.220 2.500
C 2.591 -2.125 1.994
N 1.634 -1.708 1.212
N 1.554 -0.412 0.891
B 0.559 -0.142 -0.332
N 1.447 0.347 -1.517
N 2.287 -0.693 -1.731
C 3.200 -0.620 -2.652
C 3.295 0.532 -3.475
C 2.446 1.577 -3.294
C 2.504 2.810 -4.133
C 1.478 1.480 -2.237
S 0.456 2.799 -1.910
C 4.149 -1.809 -2.731
C 5.103 -1.705 -1.529
C 4.957 -1.797 -4.028
C 3.352 -3.115 -2.633
N -1.676 -0.270 0.664
N -1.530 -1.483 -0.161
C -2.314 -2.637 0.355
C -2.185 -2.775 1.673
C -1.487 -1.826 2.516
C -1.174 -2.181 3.941
C -1.272 -0.603 2.028
S -0.733 0.693 3.077
C -3.380 -3.432 -0.442
C -3.146 -3.787 -1.921
C -3.609 -4.779 0.268
C -4.676 -2.600 -0.372
C 2.374 0.520 1.395
S 2.133 2.183 1.007
C 2.681 -3.614 2.283
C 3.970 -4.142 1.634
C 1.482 -4.362 1.705
C 2.742 -3.842 3.800
H 5.190 0.638 3.362
H 3.937 1.894 3.302
H 4.945 1.610 1.900
H 4.361 -1.590 3.115
H 4.042 0.575 -4.256
H 3.247 2.703 -4.920
H 2.757 3.678 -3.522
H 1.532 3.012 -4.584
H 5.688 -0.782 -1.561
H 5.800 -2.545 -1.540
H 4.544 -1.732 -0.590
H 5.622 -0.933 -4.090
H 4.313 -1.808 -4.910
H 5.585 -2.687 -4.068
H 2.814 -3.176 -1.685
H 4.037 -3.962 -2.694
H 2.631 -3.205 -3.448
H -2.701 -3.579 2.175
H -1.423 -3.221 4.145
H -1.731 -1.555 4.642
H -0.113 -2.033 4.156
H -2.200 -4.308 -2.095
H -3.233 -2.937 -2.598
H -3.940 -4.474 -2.212
H -2.689 -5.363 0.316
H -4.344 -5.346 -0.302
H -4.018 -4.679 1.271
H -4.546 -1.628 -0.856
H -4.975 -2.432 0.663
H -5.484 -3.124 -0.888
H 3.949 -4.005 0.550
H 4.072 -5.208 1.840
H 4.861 -3.645 2.026
H 1.438 -4.272 0.617
H 0.540 -3.991 2.113
H 1.573 -5.421 1.950
H 3.608 -3.359 4.256
H 2.821 -4.910 4.005
H 1.843 -3.472 4.295
C -1.251 -1.415 -1.688
C -0.134 -1.529 -0.735
N -0.745 0.715 0.085
C -1.470 1.431 -0.981
C -1.761 0.811 -2.227
N -1.610 -0.409 -2.577
C -2.145 2.654 -0.589
C -3.188 3.307 -1.240
C -3.632 4.530 -0.745
C -3.049 5.075 0.413
C -2.037 4.372 1.019
N -1.610 3.222 0.492
C -1.299 4.706 2.254
C -1.475 5.854 3.011
N -0.785 6.079 4.122
C 0.096 5.163 4.498
C 0.305 4.006 3.760
N -0.393 3.784 2.649
C -4.727 5.256 -1.425
C -5.832 4.578 -1.927
C -6.830 5.311 -2.554
N -6.779 6.630 -2.712
C -5.718 7.271 -2.236
C -4.673 6.636 -1.579
H -1.550 -2.373 -2.059
H 0.365 -2.482 -0.642
H -2.110 1.492 -3.002
H -3.656 2.883 -2.117
H -3.425 6.005 0.814
H -2.190 6.611 2.713
H 0.657 5.345 5.406
H 1.029 3.257 4.051
H -5.940 3.507 -1.812
H -7.711 4.812 -2.941
H -5.694 8.345 -2.384
H -3.824 7.211 -1.228
```

Output
Expectation value of S² ... 8.838
Energy relative to the best compared isomer or geometry (same formula, charge and spin) ... 92.8 kcal/mol
Total charge ... +2
Spin multiplicity ... 6

Results of the Löwdin charge analysis, in e, for atoms 1 through 8:
1. Mn 0.521
2. C -0.046
3. C -0.228
4. C 0.083
5. C -0.185
6. N 0.183
7. N 0.023
8. B -0.616

# 2
Computed, not measured: a molecular structure, C45H52BrCrN4PSb in a non-equilibrium geometry, with ωB97M-V with the def2-TZVPD basis set.

```
105
Properties=species:S:1:pos:R:3
Cr -0.804 0.231 0.107
C -2.668 2.205 2.281
C -2.525 0.769 2.674
C -3.156 0.386 3.849
C -3.103 -0.922 4.268
C -2.465 -1.838 3.450
C -1.861 -1.439 2.267
N -1.833 -0.118 1.908
Sb -1.356 -3.580 1.410
C -2.144 -4.138 -0.545
C -2.600 -5.447 -0.588
C -3.049 -5.940 -1.805
C -3.056 -5.102 -2.902
C -2.608 -3.791 -2.761
C -2.686 -2.836 -3.917
N -2.132 -3.334 -1.598
C 0.647 -3.820 0.620
C 1.459 -4.739 1.263
C 2.677 -5.060 0.681
C 2.981 -4.514 -0.550
C 2.065 -3.664 -1.167
C 2.288 -3.200 -2.574
N 0.933 -3.280 -0.563
H -2.913 2.801 3.158
H -1.774 2.603 1.822
H -3.490 2.314 1.571
H -3.688 1.127 4.428
H -3.572 -1.237 5.191
H -2.455 -2.882 3.727
H -2.606 -6.065 0.300
H -3.400 -6.960 -1.884
H -3.412 -5.448 -3.864
H -3.728 -2.700 -4.213
H -2.280 -1.868 -3.635
H -2.151 -3.230 -4.783
H 1.154 -5.180 2.203
H 3.363 -5.736 1.174
H 3.907 -4.755 -1.055
H 1.640 -2.354 -2.774
H 3.331 -2.940 -2.749
H 2.024 -4.003 -3.266
Br -3.084 -0.691 -0.861
C -3.756 1.014 -1.411
C -5.000 1.097 -1.959
C -5.477 2.355 -2.370
C -4.691 3.461 -2.217
C -3.393 3.373 -1.661
C -2.586 4.522 -1.501
C -1.353 4.416 -0.928
C -0.880 3.160 -0.503
C -1.602 2.005 -0.646
C -2.890 2.107 -1.239
H -5.616 0.214 -2.072
H -6.465 2.430 -2.801
H -5.054 4.436 -2.516
H -2.973 5.477 -1.832
H -0.734 5.293 -0.787
H 0.084 3.121 -0.026
C 0.668 1.176 -4.810
C 0.628 -0.208 -4.138
C 0.229 -0.118 -2.752
N -0.029 0.027 -1.646
H 0.963 1.053 -5.849
H 1.393 1.823 -4.321
H -0.309 1.657 -4.779
H 1.617 -0.670 -4.182
H -0.068 -0.868 -4.656
C 1.110 4.042 1.885
C 1.512 2.652 2.398
C 0.446 2.174 3.390
C 2.824 2.769 3.182
P 1.568 1.356 0.977
C 2.433 0.061 1.947
C 1.616 -0.728 2.749
C 2.142 -1.525 3.752
C 3.511 -1.588 3.939
C 4.346 -0.860 3.105
C 3.815 -0.026 2.135
C 2.798 1.931 -0.377
C 3.338 0.664 -1.058
C 3.977 2.785 0.102
C 2.077 2.750 -1.459
H 1.271 4.765 2.686
H 0.054 4.089 1.618
H 1.705 4.368 1.032
H 0.262 2.966 4.118
H 0.776 1.291 3.936
H -0.495 1.950 2.895
H 2.648 3.463 4.006
H 3.647 3.164 2.593
H 3.127 1.822 3.619
H 0.544 -0.676 2.618
H 1.475 -2.086 4.395
H 3.930 -2.198 4.729
H 5.420 -0.907 3.233
H 4.497 0.574 1.556
H 2.543 0.148 -1.586
H 3.788 -0.038 -0.360
H 4.097 0.954 -1.788
H 4.642 2.268 0.787
H 3.656 3.717 0.562
H 4.569 3.048 -0.777
H 1.184 2.252 -1.830
H 2.767 2.882 -2.296
H 1.806 3.748 -1.114
```

Output
Expectation value of S² ... 3.912
Total charge ... +2
Spin multiplicity ... 4

Results of the Löwdin charge analysis, in e, for atoms 1 through 8:
1. Cr 0.542
2. C -0.016
3. C -0.296
4. C 0.005
5. C -0.008
6. C -0.171
7. C -0.380
8. N -0.088

For the records above, the corresponding E_tot values read -129862.7687 -167745.2874 eV.